[1]
{"formula": "C14H16I2MgN5OS2", "method": "ωB97M-V with the def2-TZVPD basis set", "e_above_lowest_ev": 0.103, "fmax_ha_per_bohr": 0.056, "homo_energy_ev": -11.66, "charge": 1, "lumo_energy_ev": -3.9, "homo_lumo_gap_ev": 7.7, "species": ["Mg", "I", "C", "I", "H", "H", "C", "O", "C", "S", "S", "H", "H", "H", "C", "C", "N", "C", "C", "N", "C", "N", "N", "N", "C", "C", "C", "C", "C", "C", "H", "H", "H", "H", "H", "H", "H", "H", "H", "H", "H"], "positions_angstrom": [[-2.10840, -1.19954, -1.21638], [0.64444, -2.81087, 0.21631], [-0.22801, -4.30458, -1.09599], [-1.29179, -3.58534, -2.89370], [-0.99477, -4.82779, -0.52321], [0.61793, -4.92415, -1.42032], [-6.69324, -3.05318, -1.23415], [-5.60787, -3.01493, -0.26542], [-4.57177, -2.23161, -0.50685], [-4.52410, -1.16884, -1.80575], [-3.31433, -2.36053, 0.59378], [-7.38502, -3.80137, -0.82837], [-6.31768, -3.38858, -2.19630], [-7.15144, -2.06013, -1.35702], [-1.50996, 2.14583, -0.11194], [-0.47399, 1.45843, -0.95691], [-0.71375, 0.31942, -1.59991], [0.42723, 0.01167, -2.34125], [1.38994, 0.93690, -2.04974], [0.85451, 1.85530, -1.12589], [1.55839, 3.00823, -0.46644], [2.78874, 2.62843, 0.25208], [4.03351, 2.96338, -0.30049], [4.98710, 2.41716, 0.43238], [4.43409, 1.77950, 1.55050], [5.03140, 1.21721, 2.69337], [4.12204, 0.73443, 3.61530], [2.73549, 0.72829, 3.42932], [2.12825, 1.37302, 2.36773], [3.00512, 1.91643, 1.45088], [-2.43339, 1.53184, -0.07870], [-1.72064, 3.14149, -0.51775], [-1.08655, 2.21429, 0.91381], [0.44113, -0.87839, -2.97529], [2.41076, 1.03891, -2.42601], [0.84961, 3.37414, 0.26778], [1.83913, 3.76761, -1.20944], [6.11286, 1.17745, 2.80208], [4.51756, 0.24187, 4.51551], [2.14922, 0.16278, 4.16839], [1.04823, 1.46579, 2.23399]]}

[2]
{"formula": "C14H16ILiN5OS2Te", "method": "ωB97M-V with the def2-TZVPD basis set", "e_above_lowest_ev": 0.068, "fmax_ha_per_bohr": 0.009, "homo_energy_ev": -3.24, "charge": -1, "lumo_energy_ev": 1.9, "homo_lumo_gap_ev": 5.2, "species": ["Li", "C", "C", "N", "N", "C", "N", "S", "C", "C", "C", "C", "C", "N", "H", "H", "H", "H", "H", "H", "H", "H", "H", "Te", "C", "C", "C", "C", "S", "H", "H", "H", "N", "C", "O", "C", "I", "H", "H", "H", "H"], "positions_angstrom": [[0.80119, -0.45543, -0.35854], [-0.64773, 3.53242, -0.82456], [-0.42864, 2.05342, -0.89222], [0.72120, 1.49443, -0.93647], [1.81584, 2.29516, -0.92064], [2.92068, 1.65790, -1.27339], [4.04919, 2.41816, -1.10972], [3.09573, 0.07286, -1.92185], [-1.59158, 1.12277, -0.90548], [-2.89849, 1.58806, -0.81682], [-3.94394, 0.67782, -0.82996], [-3.66336, -0.67076, -0.93125], [-2.32953, -1.04549, -1.01211], [-1.32374, -0.18263, -1.00984], [0.31515, 4.03217, -0.82608], [-1.18560, 3.79796, 0.08980], [-1.23806, 3.88628, -1.67425], [3.90118, 3.40233, -0.95704], [4.84682, 2.13909, -1.65110], [-3.09009, 2.64939, -0.72835], [-4.96771, 1.02100, -0.75007], [-4.44627, -1.41754, -0.92365], [-2.05309, -2.09491, -1.06401], [-0.08293, -1.55352, 2.09316], [0.29087, -0.70949, 3.98280], [1.08186, -1.19138, 4.99407], [1.09829, -0.36933, 6.16478], [0.31461, 0.73735, 6.04208], [-0.42358, 0.77350, 4.49190], [1.64496, -2.11069, 4.89016], [1.67010, -0.59812, 7.05683], [0.14464, 1.52570, 6.76080], [0.80186, -1.91071, -3.28933], [0.68449, -2.69261, -2.20990], [0.77299, -2.28215, -1.05923], [0.40147, -4.17860, -2.34380], [0.23134, -4.99842, -4.31014], [1.21520, -0.98797, -3.12153], [0.82683, -2.30175, -4.21301], [-0.53397, -4.40321, -1.84458], [1.20183, -4.72307, -1.85748]]}

[3]
{"formula": "C14H16N2O3S2", "method": "ωB97M-V with the def2-TZVPD basis set", "e_above_lowest_ev": 14.488, "fmax_ha_per_bohr": 0.337, "homo_energy_ev": -8.39, "lumo_energy_ev": 0.1, "homo_lumo_gap_ev": 8.5, "species": ["N", "C", "O", "C", "C", "C", "C", "S", "H", "S", "O", "O", "N", "H", "C", "C", "C", "C", "C", "C", "C", "C", "C", "H", "H", "H", "H", "H", "H", "H", "H", "H", "H", "H", "H", "H", "H"], "positions_angstrom": [[-4.63726, -2.37506, -0.05109], [-3.83280, -1.50526, 0.61034], [-4.00682, -1.26046, 1.77749], [-2.90773, -0.74421, -0.13606], [-2.19728, 0.12022, 0.29166], [-1.35721, 0.76799, -0.40898], [-1.44363, 0.15745, -1.52622], [-2.54486, -0.94145, -1.89283], [-0.80847, 0.55551, -2.64168], [-0.16855, 2.17908, -0.09829], [-1.08840, 3.59490, -0.06051], [0.80268, 2.24675, -1.08581], [0.35384, 1.82167, 1.33412], [-0.37652, 2.15176, 2.17345], [1.45178, 1.15000, 1.63868], [1.07992, -0.36556, 1.98505], [1.33635, -1.21516, 0.56401], [2.70557, -1.18493, 0.17375], [3.36899, -0.11874, -0.88706], [4.57142, -0.23739, -1.06337], [5.38226, -1.25247, -0.72158], [4.79688, -2.06002, 0.43586], [3.57501, -1.98089, 0.69553], [3.11914, -2.75737, 1.52252], [5.55313, -2.74122, 0.46880], [6.55429, -1.27112, -0.92189], [5.00648, 0.24073, -1.89452], [2.65989, 0.69160, -1.28566], [0.65567, -0.55121, -0.13725], [0.92325, -2.10020, 0.67546], [1.84584, -0.68066, 2.52580], [0.10225, -0.49385, 2.11069], [2.22937, 1.38741, 1.00297], [1.85112, 1.39687, 2.69238], [-2.39121, 0.54850, 1.46540], [-4.50316, -2.27529, -1.08699], [-5.37328, -2.91744, 0.14404]]}

[4]
{"formula": "C14H16N4O4", "method": "ωB97M-V with the def2-TZVPD basis set", "e_above_lowest_ev": 3.879, "smiles": "CCCCC/C(O)=N\\N=C1/C(=O)Nc2ccc([N+](=O)[O-])cc21", "fmax_ha_per_bohr": 0.045, "homo_energy_ev": -8.74, "lumo_energy_ev": -0.7, "homo_lumo_gap_ev": 8.1, "species": ["C", "C", "C", "C", "C", "C", "O", "N", "N", "C", "C", "O", "N", "C", "C", "C", "C", "N", "O", "O", "C", "C", "H", "H", "H", "H", "H", "H", "H", "H", "H", "H", "H", "H", "H", "H", "H", "H"], "positions_angstrom": [[-5.68776, -2.03650, 0.18109], [-4.37438, -2.33056, 0.89659], [-3.50751, -1.08709, 1.09810], [-2.95885, -0.52514, -0.21085], [-2.04660, 0.67972, 0.04282], [-1.54780, 1.25272, -1.25043], [-2.49128, 1.81560, -2.01711], [-0.35747, 1.20142, -1.66835], [0.73836, 0.66276, -1.29258], [1.63813, 1.24372, -0.57687], [1.53610, 2.54710, 0.13469], [0.60739, 3.32094, 0.18675], [2.75291, 2.71564, 0.77265], [3.60472, 1.66554, 0.53330], [4.89907, 1.46645, 0.98417], [5.54840, 0.30953, 0.59373], [4.91030, -0.61982, -0.22708], [5.61784, -1.80920, -0.60956], [6.75362, -1.94908, -0.20257], [5.03960, -2.60785, -1.31747], [3.60788, -0.42958, -0.68699], [2.95831, 0.72265, -0.30034], [-6.30262, -2.93258, 0.14105], [-5.51368, -1.70177, -0.83797], [-6.24337, -1.26396, 0.70829], [-4.59625, -2.75908, 1.87664], [-3.81055, -3.07568, 0.33112], [-4.09498, -0.31774, 1.60419], [-2.66865, -1.34543, 1.74925], [-3.77852, -0.20779, -0.85520], [-2.39400, -1.30159, -0.73197], [-2.60858, 1.46056, 0.55869], [-1.19386, 0.39068, 0.65935], [-2.09693, 2.19275, -2.81499], [2.97743, 3.52135, 1.33564], [5.38777, 2.18880, 1.61849], [6.55782, 0.10535, 0.91601], [3.13799, -1.16288, -1.32227]]}

[5]
{"formula": "C14H16N4O5S2", "method": "ωB97M-V with the def2-TZVPD basis set", "smiles": "COc1ccc(C(=O)Nc2nncs2)cc1S(=O)(=O)N1CCOCC1", "fmax_ha_per_bohr": 0.032, "homo_energy_ev": -8.85, "lumo_energy_ev": 0.2, "homo_lumo_gap_ev": 9.0, "species": ["C", "O", "C", "C", "C", "C", "C", "O", "N", "C", "N", "N", "C", "S", "C", "C", "S", "O", "O", "N", "C", "C", "O", "C", "C", "H", "H", "H", "H", "H", "H", "H", "H", "H", "H", "H", "H", "H", "H", "H", "H"], "positions_angstrom": [[1.94997, 3.67859, -0.07991], [0.74814, 3.35326, 0.59576], [0.23721, 2.12077, 0.65494], [-1.05791, 2.09473, 1.21327], [-1.79153, 0.94253, 1.31141], [-1.25372, -0.25776, 0.84227], [-1.95407, -1.55148, 0.94912], [-1.42364, -2.57935, 1.30130], [-3.31624, -1.57504, 0.66061], [-4.04737, -0.71345, -0.09544], [-3.62685, 0.34722, -0.69314], [-4.56688, 0.98775, -1.36789], [-5.71973, 0.44158, -1.31322], [-5.77573, -1.01582, -0.35808], [0.04341, -0.25563, 0.35052], [0.79726, 0.90089, 0.25630], [2.49754, 0.67129, -0.31396], [3.37384, 1.22854, 0.68339], [2.62501, 1.15289, -1.66098], [2.64357, -0.99508, -0.34367], [3.13236, -1.59171, 0.88655], [4.66368, -1.59016, 0.91861], [5.19930, -2.20732, -0.23250], [4.77671, -1.55094, -1.40724], [3.25141, -1.57208, -1.52753], [2.82420, 3.34138, 0.47832], [1.97908, 3.24576, -1.08032], [1.94666, 4.76630, -0.14317], [-1.45572, 3.03694, 1.55499], [-2.76950, 0.96674, 1.76482], [-3.75454, -2.46595, 0.86896], [-6.59030, 0.82650, -1.80256], [0.47992, -1.18476, 0.02344], [2.73712, -1.01370, 1.72103], [2.75143, -2.61688, 0.93632], [5.03398, -2.16295, 1.77024], [5.01284, -0.55052, 0.98868], [5.24291, -2.08282, -2.23814], [5.11599, -0.50387, -1.39929], [2.92602, -0.98382, -2.38394], [2.89318, -2.60242, -1.61998]]}

[6]
{"formula": "C14H16N6O2", "method": "ωB97M-V with the def2-TZVPD basis set", "e_above_lowest_ev": 7.500, "smiles": "[H]/N=C(\\[C@H](C#N)/N=N/c1ccccc1[N+](=O)[O-])N1CCCCC1", "fmax_ha_per_bohr": 0.131, "homo_energy_ev": -8.55, "lumo_energy_ev": -1.2, "homo_lumo_gap_ev": 7.3, "species": ["H", "N", "C", "C", "C", "N", "N", "N", "C", "C", "C", "C", "C", "C", "N", "O", "O", "N", "C", "C", "C", "C", "C", "H", "H", "H", "H", "H", "H", "H", "H", "H", "H", "H", "H", "H", "H", "H"], "positions_angstrom": [[0.63131, -1.47208, -0.22453], [0.08007, -0.99222, -0.92072], [0.50263, 0.32915, -0.84998], [1.54242, 0.83610, 0.23042], [2.81657, 0.99206, -0.42617], [3.75057, 1.08084, -1.05771], [1.69725, -0.21426, 1.28051], [0.64045, -0.44007, 1.85318], [0.45098, -1.59152, 2.67742], [1.41482, -2.67855, 2.62970], [1.08040, -3.95964, 3.27272], [-0.01295, -4.09808, 4.04683], [-1.00610, -3.08815, 4.21625], [-0.73289, -1.83941, 3.46995], [-1.83787, -0.91265, 3.54573], [-2.48329, -0.65177, 4.54078], [-2.11092, -0.37359, 2.40613], [0.16645, 1.12749, -1.79648], [-0.30046, 0.58474, -3.04800], [-1.49512, 1.28964, -3.57081], [-1.28313, 2.84625, -3.59737], [-0.66627, 3.28843, -2.29005], [0.61270, 2.50616, -1.96622], [1.24062, 1.79384, 0.71540], [2.29739, -2.58869, 2.06818], [1.61874, -4.90008, 3.19883], [-0.13503, -5.08594, 4.53342], [-1.80313, -3.18243, 4.89210], [0.51717, 0.60045, -3.80648], [-0.61250, -0.47682, -2.94218], [-2.35170, 1.15991, -2.84531], [-1.88049, 0.84161, -4.58896], [-2.22209, 3.37771, -3.79744], [-0.61242, 3.07876, -4.39579], [-1.34701, 2.98053, -1.43421], [-0.45267, 4.33610, -2.24996], [0.98095, 2.79294, -0.94764], [1.30455, 2.70326, -2.82156]]}